(1)
{"formula": "C58H32F23MnN2P2S", "method": "ωB97M-V/def2-TZVPD", "species": ["Mn", "C", "C", "C", "C", "N", "C", "C", "C", "C", "C", "C", "N", "H", "H", "H", "H", "H", "H", "H", "H", "F", "C", "C", "F", "C", "F", "C", "S", "C", "F", "C", "F", "F", "C", "F", "F", "C", "C", "C", "C", "C", "C", "P", "C", "C", "C", "C", "C", "C", "C", "F", "F", "F", "C", "C", "C", "C", "C", "C", "C", "F", "F", "F", "H", "H", "H", "H", "H", "H", "H", "H", "H", "H", "H", "H", "F", "C", "F", "F", "C", "C", "C", "C", "C", "C", "P", "C", "C", "C", "C", "C", "C", "C", "F", "F", "F", "C", "C", "C", "C", "C", "C", "C", "F", "F", "F", "H", "H", "H", "H", "H", "H", "H", "H", "H", "H", "H", "H"], "coordinates": [[-0.152, 0.087, -0.252], [-1.158, 0.014, 3.879], [0.080, 0.197, 4.473], [1.221, 0.225, 3.683], [1.079, 0.047, 2.318], [-0.127, -0.062, 1.737], [-1.225, -0.078, 2.498], [2.201, -0.112, 1.368], [3.517, -0.309, 1.753], [4.466, -0.531, 0.769], [4.072, -0.572, -0.559], [2.738, -0.362, -0.862], [1.821, -0.123, 0.079], [-2.067, -0.028, 4.463], [0.163, 0.313, 5.546], [2.197, 0.366, 4.124], [-2.169, -0.175, 1.975], [3.799, -0.306, 2.796], [5.503, -0.683, 1.041], [4.780, -0.761, -1.354], [2.385, -0.366, -1.887], [-2.245, -0.148, -6.522], [-2.278, 0.004, -5.205], [-1.119, -0.115, -4.459], [0.048, -0.391, -5.041], [-1.202, 0.051, -3.093], [-0.025, -0.097, -2.380], [-2.355, 0.336, -2.395], [-2.361, 0.584, -0.655], [-3.503, 0.439, -3.179], [-4.674, 0.705, -2.605], [-3.473, 0.279, -4.555], [-4.589, 0.388, -5.261], [1.191, 7.170, -4.830], [0.074, 6.424, -4.849], [-0.969, 7.268, -4.810], [0.036, 5.783, -6.024], [0.044, 5.470, -3.681], [0.150, 4.106, -3.877], [0.149, 3.260, -2.773], [0.045, 3.781, -1.490], [-0.071, 5.159, -1.303], [-0.070, 6.000, -2.398], [0.163, 2.638, -0.095], [1.784, 3.128, 0.617], [2.880, 2.733, -0.149], [4.178, 2.965, 0.272], [4.394, 3.590, 1.489], [3.320, 4.065, 2.226], [2.023, 3.855, 1.782], [5.784, 3.740, 2.048], [5.858, 3.207, 3.283], [6.145, 5.026, 2.151], [6.700, 3.117, 1.291], [-1.123, 3.184, 1.075], [-0.987, 3.060, 2.458], [-2.048, 3.337, 3.301], [-3.269, 3.725, 2.771], [-3.423, 3.858, 1.401], [-2.354, 3.588, 0.560], [-4.423, 3.957, 3.710], [-5.543, 4.300, 3.065], [-4.690, 2.846, 4.424], [-4.145, 4.929, 4.595], [0.228, 3.703, -4.877], [0.221, 2.188, -2.919], [-0.163, 5.573, -0.306], [-0.160, 7.070, -2.263], [2.720, 2.234, -1.099], [5.015, 2.648, -0.335], [3.492, 4.608, 3.146], [1.210, 4.286, 2.346], [-0.060, 2.718, 2.897], [-1.928, 3.243, 4.373], [-4.373, 4.163, 0.988], [-2.489, 3.694, -0.508], [1.514, -7.405, -4.521], [0.507, -6.554, -4.779], [-0.604, -7.292, -4.942], [0.771, -5.955, -5.947], [0.337, -5.562, -3.656], [0.146, -6.056, -2.366], [-0.021, -5.182, -1.312], [0.005, -3.806, -1.544], [0.198, -3.322, -2.831], [0.363, -4.203, -3.896], [-0.278, -2.597, -0.224], [-1.996, -3.033, 0.229], [-2.398, -3.812, 1.315], [-3.741, -4.054, 1.547], [-4.697, -3.546, 0.677], [-4.310, -2.837, -0.446], [-2.965, -2.581, -0.661], [-6.152, -3.767, 0.998], [-6.411, -5.067, 1.219], [-6.957, -3.352, 0.014], [-6.501, -3.103, 2.115], [0.839, -3.107, 1.117], [2.155, -3.355, 0.718], [3.143, -3.625, 1.648], [2.827, -3.623, 2.998], [1.523, -3.400, 3.411], [0.531, -3.150, 2.475], [3.907, -3.766, 4.035], [3.534, -4.561, 5.045], [5.044, -4.250, 3.522], [4.199, -2.557, 4.573], [0.127, -7.125, -2.195], [-0.172, -5.568, -0.311], [0.222, -2.254, -3.012], [0.513, -3.828, -4.899], [-1.675, -4.279, 1.967], [-4.044, -4.654, 2.395], [-5.051, -2.470, -1.142], [-2.676, -2.029, -1.545], [2.414, -3.351, -0.334], [4.157, -3.820, 1.327], [1.277, -3.416, 4.465], [-0.468, -2.941, 2.828]], "atomic_forces_ev_per_a": [[0.2867, -0.1498, -0.3627], [-0.0419, -0.0556, -0.0823], [0.0818, 0.0094, 0.0787], [-0.0947, -0.0943, 0.0481], [0.1538, -0.1095, -0.0700], [-0.3643, 0.5564, 0.1361], [0.0950, -0.0942, 0.1649], [-0.1325, 0.1566, 0.1432], [0.0886, 0.1173, -0.0729], [0.0628, 0.0018, 0.0428], [-0.0770, 0.0228, -0.0560], [0.1367, 0.0220, 0.0864], [0.2930, -0.4828, 0.0020], [0.0025, 0.0241, 0.0073], [-0.0083, 0.0004, -0.0027], [0.0061, -0.0361, 0.0054], [-0.0032, 0.0233, 0.0102], [-0.0229, -0.0093, 0.0027], [-0.0101, -0.0076, -0.0044], [0.0115, 0.0070, 0.0050], [-0.0046, -0.0497, 0.0037], [-0.0058, -0.0068, 0.0066], [0.0144, -0.0001, -0.0400], [-0.0918, 0.0065, 0.0075], [0.0262, -0.0101, 0.0100], [0.0926, -0.1600, -0.0365], [0.0643, 0.3098, -0.1719], [-0.1288, 0.1081, 0.1612], [-0.1318, -0.0821, -0.2588], [-0.0658, 0.0093, -0.0487], [0.0325, 0.0025, 0.0262], [0.0068, 0.0021, 0.0354], [0.0020, 0.0043, -0.0091], [-0.0074, -0.0054, 0.0008], [-0.0432, -0.0125, 0.0189], [0.0220, -0.0112, -0.0094], [-0.0006, 0.0109, 0.0108], [0.0213, 0.0339, 0.0013], [0.0001, -0.0463, 0.0358], [-0.0525, 0.0122, -0.0747], [-0.0965, -0.1582, -0.1958], [0.0238, -0.0155, -0.0198], [-0.0085, 0.0246, -0.0180], [-0.0140, -0.5299, 0.6895], [0.0777, 0.1292, -0.1801], [0.0239, 0.0407, -0.0329], [0.0093, -0.0333, -0.0068], [-0.0133, -0.0721, 0.0441], [-0.0137, 0.0283, -0.0102], [-0.0322, 0.0100, -0.0180], [0.0177, 0.0870, -0.0485], [-0.0014, 0.0024, -0.0108], [-0.0079, -0.0375, 0.0038], [-0.0178, 0.0235, 0.0119], [-0.0512, 0.1561, -0.0285], [-0.0007, -0.0895, -0.0452], [-0.0093, 0.0154, 0.0281], [-0.0446, -0.0298, -0.0241], [0.0230, -0.0008, -0.0416], [0.0285, 0.1886, 0.0507], [0.0050, 0.0685, -0.0085], [0.0369, -0.0056, 0.0318], [0.0128, -0.0048, -0.0065], [-0.0061, -0.0131, -0.0071], [0.0095, 0.0103, -0.0117], [0.0433, 0.1302, 0.0103], [0.0155, -0.0154, 0.0019], [0.0025, 0.0026, -0.0083], [-0.0063, 0.0428, 0.0013], [0.0042, -0.0262, 0.0105], [0.0061, -0.0120, 0.0063], [-0.0582, -0.0469, 0.0459], [0.0552, -0.0434, -0.0171], [-0.0120, -0.0174, 0.0016], [-0.0091, -0.0108, -0.0023], [-0.0062, -0.0360, 0.0045], [-0.0154, 0.0104, -0.0109], [-0.0025, 0.0129, 0.0058], [0.0183, 0.0073, -0.0006], [-0.0029, -0.0113, 0.0121], [-0.0077, -0.0372, 0.0243], [0.0095, -0.0179, -0.0199], [0.0004, 0.0004, 0.0099], [0.2753, 0.2013, -0.2174], [0.0223, -0.0186, -0.0658], [-0.0038, 0.0307, 0.0170], [-0.7637, 0.6542, 0.3635], [0.0002, -0.1917, 0.0890], [0.0554, -0.0583, -0.0282], [-0.0324, -0.0262, -0.0343], [0.0102, 0.0235, 0.0742], [0.0036, 0.0362, -0.0252], [-0.0621, -0.0651, -0.0138], [0.0075, -0.0655, -0.0351], [-0.0025, 0.0362, -0.0038], [0.0066, -0.0111, 0.0134], [0.0041, -0.0028, -0.0153], [0.1992, -0.3237, -0.2105], [-0.0289, -0.1925, 0.0475], [0.0101, 0.0448, 0.0204], [0.0603, 0.0342, -0.0069], [-0.0319, -0.0019, -0.0094], [0.0766, 0.2464, 0.0504], [-0.0056, -0.0695, 0.0035], [0.0108, 0.0296, -0.0121], [-0.0252, 0.0086, 0.0171], [-0.0075, -0.0050, -0.0139], [0.0013, -0.0021, -0.0097], [-0.0057, 0.0190, -0.0008], [0.0374, -0.1469, 0.0085], [0.0009, -0.0058, -0.0064], [0.0087, 0.0472, 0.0203], [-0.0081, 0.0091, 0.0071], [-0.0049, 0.0026, 0.0110], [0.0222, -0.0094, 0.0036], [-0.0240, -0.0143, -0.0073], [0.0066, 0.0067, 0.0048], [0.0121, 0.0007, 0.0055], [-0.0241, 0.0350, -0.0127]], "orbital_gap_ev": [6.8, 6.8], "s_squared": 0.818, "energy_ev": -186880.576, "charge": 1, "e_homo_ev": [-10.413, -10.499], "lumo_energy_ev": [-3.7, -3.7], "multiplicity": 2, "molar_mass_g_mol": 1342.8}

=====

(2)
{"formula": "C58H35I4N9Ta", "method": "ωB97M-V/def2-TZVPD", "species": ["Ta", "I", "C", "C", "C", "C", "C", "C", "C", "C", "C", "C", "C", "C", "C", "C", "C", "C", "I", "C", "C", "C", "N", "C", "C", "C", "C", "C", "C", "I", "C", "C", "C", "C", "C", "C", "N", "C", "C", "C", "C", "C", "N", "C", "C", "C", "C", "I", "C", "C", "C", "C", "N", "H", "H", "H", "H", "H", "H", "H", "H", "H", "H", "H", "H", "H", "H", "H", "H", "H", "H", "H", "H", "H", "H", "H", "H", "N", "C", "N", "C", "N", "N", "C", "C", "C", "C", "C", "C", "N", "C", "C", "C", "C", "C", "C", "H", "H", "H", "H", "H", "H", "H", "H", "H", "H", "H"], "coordinates": [[0.294, -0.263, -0.752], [-8.412, 4.158, -1.916], [-6.531, 3.187, -1.930], [-5.670, 3.352, -3.009], [-4.433, 2.735, -3.001], [-4.054, 1.933, -1.927], [-4.935, 1.762, -0.859], [-6.163, 2.392, -0.852], [-2.740, 1.261, -1.892], [-1.571, 1.992, -1.803], [-1.435, 3.425, -1.518], [-0.502, 3.835, -0.648], [0.216, 2.729, 0.114], [1.787, 2.772, 0.301], [2.394, 4.055, 0.783], [2.411, 4.310, 2.153], [2.972, 5.472, 2.652], [3.499, 6.413, 1.777], [4.354, 8.200, 2.530], [3.457, 6.187, 0.409], [2.920, 5.009, -0.082], [2.309, 1.535, 1.001], [1.857, 0.282, 0.721], [2.794, -0.602, 1.220], [2.834, -1.975, 0.934], [4.013, -2.729, 1.404], [4.888, -3.270, 0.457], [6.003, -3.981, 0.848], [6.235, -4.207, 2.201], [7.900, -5.359, 2.802], [5.366, -3.686, 3.155], [4.278, -2.931, 2.759], [1.895, -2.718, 0.197], [1.948, -4.130, 0.063], [0.787, -4.531, -0.543], [0.016, -3.368, -0.786], [0.707, -2.242, -0.362], [-1.317, -3.382, -1.240], [-2.104, -2.256, -1.460], [-3.475, -2.274, -1.855], [-3.852, -0.979, -2.045], [-2.713, -0.160, -1.806], [-1.646, -0.951, -1.436], [-1.955, -4.693, -1.501], [-1.609, -5.434, -2.629], [-2.279, -6.604, -2.934], [-3.278, -7.069, -2.087], [-4.316, -8.854, -2.557], [-3.606, -6.360, -0.937], [-2.961, -5.170, -0.661], [3.820, 0.130, 1.864], [3.509, 1.465, 1.725], [-0.411, 1.286, -1.772], [-5.966, 3.957, -3.851], [-3.771, 2.854, -3.845], [-4.642, 1.143, -0.022], [-6.833, 2.265, -0.016], [-2.100, 4.119, -2.004], [-0.326, 4.866, -0.396], [1.986, 3.592, 2.836], [3.007, 5.637, 3.715], [3.852, 6.921, -0.275], [2.929, 4.853, -1.149], [4.697, -3.106, -0.593], [6.686, -4.369, 0.108], [5.539, -3.880, 4.202], [3.602, -2.538, 3.503], [2.738, -4.756, 0.424], [0.483, -5.533, -0.771], [-4.074, -3.153, -1.978], [-4.815, -0.619, -2.349], [-0.839, -5.074, -3.293], [-2.036, -7.147, -3.834], [-4.369, -6.731, -0.272], [-3.226, -4.616, 0.227], [4.694, -0.278, 2.327], [4.094, 2.286, 2.081], [-2.477, -0.766, 2.695], [-1.569, -0.880, 1.743], [-1.022, 0.125, 1.106], [-1.293, 1.437, 1.546], [-0.651, 2.465, 1.174], [0.525, 1.728, -0.935], [1.810, 2.369, -1.222], [2.806, 1.393, -1.764], [4.106, 1.756, -2.086], [4.967, 0.794, -2.592], [4.480, -0.487, -2.808], [3.166, -0.766, -2.487], [2.351, 0.143, -1.949], [-2.404, 1.609, 2.481], [-2.924, 2.869, 2.784], [-4.007, 2.981, 3.635], [-4.594, 1.848, 4.191], [-4.095, 0.589, 3.901], [-3.004, 0.474, 3.048], [-2.830, -1.591, 3.166], [-1.247, -1.880, 1.475], [1.699, 3.240, -1.877], [4.434, 2.772, -1.940], [5.993, 1.035, -2.821], [5.107, -1.255, -3.228], [2.735, -1.744, -2.660], [-2.466, 3.736, 2.340], [-4.403, 3.956, 3.870], [-5.448, 1.946, 4.844], [-4.551, -0.293, 4.320]], "atomic_forces_ev_per_a": [[-0.1154, -0.4725, 0.9762], [0.5982, -0.3139, -0.0259], [-0.5667, 0.3268, -0.0147], [-0.1949, 0.0802, 0.1060], [0.1122, -0.1855, 0.1426], [-0.2270, 0.1552, -0.0523], [0.2296, 0.0574, -0.1248], [-0.1287, 0.0628, -0.0516], [0.7299, 0.8257, 0.0487], [-1.6986, -0.2022, 0.0565], [0.3045, 0.3460, -0.0857], [0.0018, -0.3396, -0.3811], [-0.1130, 0.0557, 0.7724], [-0.2610, 0.4135, 0.0026], [0.0646, 0.0518, -0.0258], [-0.0359, 0.0666, -0.1624], [0.0099, 0.0166, -0.0644], [0.2334, 0.5894, 0.2244], [-0.2889, -0.6150, -0.2577], [0.0875, 0.1130, 0.0638], [-0.0735, -0.1878, 0.0880], [-0.1534, -0.3865, -0.0545], [-0.7452, 0.1678, -0.2793], [0.1544, -1.1890, 0.0363], [0.7139, 1.1801, 0.6003], [0.3350, -0.2192, 0.0808], [-0.1853, 0.1664, 0.0699], [0.1076, -0.0941, 0.1469], [0.4413, -0.3025, 0.1946], [-0.5165, 0.3712, -0.1786], [0.2229, -0.1256, -0.0504], [-0.2373, 0.0871, -0.1929], [-0.0553, -1.2787, -0.2236], [0.3505, 1.3166, 0.3156], [-1.0642, 0.8725, -0.4741], [0.9989, -1.0078, 0.2300], [0.0439, -0.3227, -0.1195], [-1.5530, 0.7847, -0.5825], [0.7471, -1.5281, 0.2746], [-0.2048, 0.6534, -0.0883], [0.0660, -0.4964, 0.0470], [0.2116, -0.3005, -0.0629], [0.9331, 0.7875, 0.0427], [-0.1657, -0.3581, 0.0173], [0.0285, 0.2159, 0.1298], [-0.1332, -0.1590, 0.0496], [-0.3168, -0.5315, -0.1249], [0.3590, 0.5870, 0.1645], [-0.0639, -0.1724, -0.1584], [0.2538, 0.0981, -0.0026], [-0.1819, 0.4543, -0.1512], [0.1106, -0.3981, 0.1781], [-0.3985, -1.2856, -1.0762], [-0.0281, 0.0746, -0.0829], [0.0876, 0.0226, -0.1215], [0.0002, -0.0846, 0.1454], [-0.0728, -0.0008, 0.0632], [-0.1606, 0.1029, -0.0195], [-0.0704, 0.1897, 0.1642], [-0.0561, -0.1111, 0.1657], [-0.0369, 0.0653, 0.1506], [0.0598, 0.0683, -0.0647], [-0.0199, -0.0202, -0.1936], [0.0047, -0.0146, -0.1605], [0.0430, -0.0434, -0.0557], [0.0056, 0.0340, 0.0735], [-0.0731, 0.0705, 0.1121], [0.1508, -0.1123, 0.0921], [-0.1311, -0.2136, -0.0073], [-0.1084, -0.2012, -0.0830], [-0.1578, 0.1025, -0.0901], [0.1211, 0.0491, -0.1404], [0.0570, -0.0544, -0.0590], [-0.0697, -0.0174, 0.0554], [-0.0708, 0.0926, 0.1279], [0.2138, -0.1489, 0.0998], [0.0860, 0.2785, 0.0318], [0.2300, -0.3469, -0.1735], [-0.2350, -0.6147, 0.1984], [0.7164, 0.1552, -1.0906], [0.2804, 0.4826, -0.0452], [0.2018, 0.1513, 0.3359], [0.8360, 1.7055, 0.2417], [0.8761, 0.1680, -0.2263], [0.3476, 0.3252, -0.2202], [-0.3085, -0.1621, 0.0393], [-0.2322, -0.0863, 0.0715], [-0.1067, 0.0643, -0.0081], [0.1222, -0.3988, -0.1202], [-1.1382, -0.0503, 0.4899], [-0.3419, -0.4711, 0.3432], [-0.0557, -0.2320, 0.0935], [0.1073, 0.0518, -0.0739], [0.1693, -0.1606, -0.1128], [0.0877, -0.0162, -0.0720], [-0.1143, 0.9769, 0.0093], [0.1330, 0.0039, -0.1597], [-0.1506, -0.0518, 0.0655], [-0.1035, -0.1670, 0.1196], [0.0362, 0.1760, 0.0644], [0.0863, 0.0633, -0.0468], [0.0425, -0.1246, -0.0647], [0.0760, -0.0811, 0.0224], [0.0495, 0.1295, -0.0440], [-0.0407, 0.0891, 0.0057], [-0.0441, -0.0034, 0.0625], [-0.0720, -0.1352, 0.0989]], "orbital_gap_ev": [4.1, 4.1], "energy_ev": -108057.374, "charge": 3, "e_homo_ev": [-14.181, -14.184], "lumo_energy_ev": [-10.1, -10.1], "molar_mass_g_mol": 1546.5, "e_above_lowest_kcal_mol": 38.8}